# 1
The following is a quantum chemistry calculation of C32H54AsBBr2CsN7O3Si3 as an isolated structure in a non-equilibrium geometry, from the OMol25 dataset.

Calculated values
E_LUMO in eV: 3.7
ΔE to the lowest compared entry with this formula, charge and spin in kcal/mol: 0.0
Strongest force on any atom in eV Å⁻¹: 2.0
Electronic energy in hartree: -10158.335636

```
! RIJCOSX wB97M-V def2-TZVPD def2/J DEFGRID3
* xyz -2 1
Cs 0.0642 -0.6157 -0.2550
Br 0.0856 -2.1418 -5.7443
C -1.4742 -1.3654 -4.9810
C -2.6244 -1.2888 -5.7490
C -3.7734 -0.7382 -5.2315
Br -5.3242 -0.6635 -6.3504
C -3.8131 -0.2427 -3.9115
C -4.9476 0.3308 -3.2988
C -4.8714 0.7761 -2.0048
C -3.6555 0.6449 -1.3176
N -2.5823 0.1180 -1.8576
C -2.6255 -0.3242 -3.1244
C -1.3703 -0.8982 -3.6420
O -0.3402 -0.9524 -2.9433
H -2.6122 -1.6651 -6.7630
H -5.8671 0.4099 -3.8633
H -5.7276 1.2197 -1.5126
H -3.5564 0.9849 -0.2898
B 2.9431 2.6206 -0.5787
N 3.0147 2.5030 0.9678
C 3.2285 3.5098 1.8354
C 3.1299 3.0055 3.1188
C 2.8546 1.6439 2.9177
N 2.7892 1.3548 1.6208
N 1.5994 3.2943 -0.9686
C 1.4413 4.4526 -1.6348
C 0.0864 4.6695 -1.8123
C -0.5084 3.5529 -1.2050
N 0.4109 2.7370 -0.7010
H 3.8337 3.3542 -0.9547
H 3.0030 1.5150 -1.0536
H 3.4300 4.5086 1.4823
H 3.2421 3.5379 4.0496
H 2.6851 0.8714 3.6537
H 2.2973 5.0319 -1.9403
H -0.3926 5.4942 -2.3143
H -1.5558 3.3008 -1.1264
C -2.9311 0.5783 2.7490
C -3.2831 1.2438 4.1080
N -2.3058 2.2865 4.4373
C -0.9747 1.6666 4.5031
C -0.6162 1.0086 3.1450
N -1.7241 1.1889 2.1950
C -1.9410 2.6216 2.0054
C -2.3002 3.2860 3.3640
H -3.7464 0.7137 2.0319
H -2.7348 -0.4895 2.8526
H -3.2752 0.5151 4.9231
H -4.2748 1.7071 4.0868
H -0.9907 0.9335 5.3144
H -0.2534 2.4437 4.7702
H -0.4235 -0.0600 3.2461
H 0.2702 1.4763 2.7141
H -2.7498 2.7554 1.2800
H -1.0344 3.0447 1.5725
H -3.2899 3.7523 3.3360
H -1.5750 4.0588 3.6313
C 5.5572 -0.4600 -0.1099
Si 5.0751 -1.9011 1.0102
C 6.4674 -3.1941 0.7897
C 5.2272 -1.3258 2.8121
As 2.8207 -2.4646 0.6176
Si 2.5114 -4.2419 2.1139
C 4.0908 -5.1098 2.7504
C 1.6481 -3.4884 3.6155
C 1.4620 -5.6585 1.4262
Si 2.9687 -3.5235 -1.4882
C 4.4678 -4.6810 -1.7350
C 3.0958 -2.1370 -2.7576
C 1.4446 -4.5580 -1.8975
H 6.4814 0.0129 0.2342
H 4.7680 0.2959 -0.1177
H 5.7226 -0.7958 -1.1372
H 7.4240 -2.7353 1.0599
H 6.5489 -3.5311 -0.2452
H 6.3333 -4.0718 1.4249
H 6.2629 -1.0843 3.0654
H 4.8801 -2.0879 3.5151
H 4.6277 -0.4241 2.9511
H 4.7708 -4.4272 3.2650
H 4.6365 -5.5828 1.9298
H 3.8119 -5.8963 3.4584
H 2.2737 -2.7019 4.0500
H 1.4469 -4.2300 4.3941
H 0.7022 -3.0332 3.3079
H 2.0483 -6.2944 0.7573
H 0.6046 -5.2571 0.8814
H 1.0952 -6.2854 2.2445
H 5.3872 -4.1156 -1.9024
H 4.3038 -5.3118 -2.6137
H 4.6180 -5.3340 -0.8712
H 3.9006 -1.4331 -2.5339
H 2.1534 -1.5836 -2.8008
H 3.2711 -2.5462 -3.7568
H 1.5307 -5.5831 -1.5295
H 1.3278 -4.6022 -2.9842
H 0.5469 -4.1081 -1.4667
C -2.4996 -3.7330 1.0613
C -1.2193 -2.9043 1.2528
O -0.2798 -3.0980 0.4394
O -1.2171 -2.0619 2.1763
H -2.3313 -4.5621 0.3754
H -3.2708 -3.0795 0.6464
H -2.8489 -4.0995 2.0276
*
```

***

# 2
The following is a quantum chemistry calculation of a 2-piece molecular cluster, C3H6ClN4O2 overall in a non-equilibrium geometry, from the OMol25 dataset.

Calculated values
E_LUMO in eV: -4.5
ΔE to the lowest compared entry with this formula, charge and spin in kcal/mol: 0.0
Strongest force on any atom in eV Å⁻¹: 3.9
Electronic energy in hartree: -947.236740

```
! RIJCOSX wB97M-V def2-TZVPD def2/J DEFGRID3
* xyz 1 1
C -3.2421 -0.8411 -0.4970
C 0.2969 -0.3347 -0.0157
C -0.4877 0.6815 0.6623
N -2.1233 -0.8613 -0.7315
N 0.5026 -0.1937 -1.3218
N 0.7378 -1.4581 0.5913
N -0.9044 1.8471 0.1223
O -1.4916 2.6922 0.9477
O -0.8077 2.2374 -1.0346
Cl -4.8252 -0.7491 -0.1934
H -0.6805 0.7418 1.6588
H -1.5227 3.6078 0.6502
H 0.0261 0.4563 -1.9210
H 1.0989 -0.9137 -1.7928
H 0.7436 -1.4406 1.6276
H 1.0210 -2.2918 0.1555
*
```

***

# 3
The following is a quantum chemistry calculation of one molecule with the formula C19H28N2O3S2, from the OMol25 dataset.

Calculated values
E_LUMO in eV: 0.5
ΔE to the lowest compared entry with this formula, charge and spin in kcal/mol: 24.6
Strongest force on any atom in eV Å⁻¹: 0.3
Electronic energy in hartree: -1872.385071

```
! RIJCOSX wB97M-V def2-TZVPD def2/J DEFGRID3
* xyz 0 1
C -2.9652 2.7400 1.2465
S -2.7898 0.9454 1.2677
C -0.9930 0.8156 1.1277
C -0.4949 1.3453 -0.2149
O -0.0504 2.4780 -0.2961
N -0.5563 0.5083 -1.2832
C -1.4084 -0.6639 -1.4239
C -2.2223 -0.4116 -2.7046
C -3.6224 0.1443 -2.4245
S -3.4383 1.9379 -2.2885
C -2.3115 1.8866 -3.6958
C -1.4084 0.6509 -3.5154
C -0.9555 0.1314 -4.8760
C -0.1972 0.9691 -2.6141
C -0.1856 1.4127 2.3100
N 0.4165 0.0964 2.5029
C 1.2391 -0.2393 3.5144
O 1.6514 0.6047 4.2969
C 1.6957 -1.6875 3.6466
C 3.2179 -1.7618 3.5543
C 3.3936 -1.7939 2.0586
C 3.8553 -0.5825 1.3046
C 4.7227 -1.8166 1.3796
C 2.2241 -2.6178 1.5668
O 1.2226 -2.5225 2.5853
C -0.4520 -0.5789 1.5411
H -4.0264 2.9467 1.3732
H -2.4118 3.1875 2.0707
H -2.6262 3.1483 0.2977
H -0.7876 -1.5593 -1.5413
H -2.0503 -0.7966 -0.5576
H -2.3075 -1.3402 -3.2727
H -4.3002 -0.0846 -3.2493
H -4.0540 -0.2430 -1.5026
H -2.8900 1.7987 -4.6186
H -1.7382 2.8116 -3.7402
H -0.3792 0.8898 -5.4113
H -0.3242 -0.7525 -4.7660
H -1.8123 -0.1369 -5.4966
H 0.0523 2.0262 -2.5739
H 0.6795 0.4093 -2.9580
H 0.5168 2.2000 2.0485
H -0.8043 1.7207 3.1544
H 1.2928 -2.0785 4.5808
H 3.6928 -0.9096 4.0356
H 3.5714 -2.6898 4.0091
H 3.3731 -0.3648 0.3598
H 4.1532 0.2842 1.8791
H 5.6079 -1.7763 2.0000
H 4.8219 -2.4146 0.4828
H 1.8368 -2.2353 0.6161
H 2.4752 -3.6736 1.4336
H -1.2083 -1.2118 2.0117
H 0.0590 -1.1457 0.7688
*
```

***

# 4
The following is a quantum chemistry calculation of a 2-piece molecular cluster, H5NOSi overall in a non-equilibrium geometry, from the OMol25 dataset.

Calculated values
E_LUMO in eV: -0.4
ΔE to the lowest compared entry with this formula, charge and spin in kcal/mol: 52.6
Strongest force on any atom in eV Å⁻¹: 1.7
Electronic energy in hartree: -422.452457

```
! RIJCOSX wB97M-V def2-TZVPD def2/J DEFGRID3
* xyz 0 1
O -1.6601 -0.6779 1.4415
Si -0.8918 0.4269 2.1027
H -1.3557 1.8220 2.3153
H 0.4556 0.2410 2.7173
N 1.2863 0.0032 -1.2118
H 1.3047 -0.5935 -2.0623
H 0.3798 -0.2448 -0.8425
H 1.9440 -0.5221 -0.6064
*
```

***

# 5
The following is a quantum chemistry calculation of a 2-piece molecular cluster, C5H9NO3S overall in a non-equilibrium geometry, from the OMol25 dataset.

Calculated values
E_LUMO in eV: 0.0
ΔE to the lowest compared entry with this formula, charge and spin in kcal/mol: 150.0
Strongest force on any atom in eV Å⁻¹: 4.7
Electronic energy in hartree: -874.368574

```
! RIJCOSX wB97M-V def2-TZVPD def2/J DEFGRID3
* xyz 0 1
C -1.3675 -0.2180 2.9615
C -2.3557 -0.4675 2.1082
S -2.5784 -0.1568 0.3994
C -0.7997 -0.3500 -0.2496
C -0.1297 0.7287 -0.6172
O -0.2249 -1.5102 0.1234
C 1.1221 -1.7060 -0.0444
H -1.5200 -0.5725 4.0314
H -0.3606 -0.1308 2.6816
H -3.2957 -0.8452 2.5455
H 0.9315 0.8119 -0.8159
H -0.6904 1.6231 -0.9256
H 1.1353 -2.7781 -0.3478
H 1.8002 -1.4547 0.7421
H 1.3050 -1.3276 -1.0925
O 3.0528 2.3092 -2.0395
N 2.0676 1.7825 -2.3973
O 1.3946 2.3881 -3.4904
H 0.5133 1.8738 -3.5728
*
```

***

# 6
The following is a quantum chemistry calculation of a 7-piece molecular cluster, C17H51FNO8P2 overall, from the OMol25 dataset.

Calculated values
E_LUMO in eV: 2.0
Strongest force on any atom in eV Å⁻¹: 0.6
Electronic energy in hartree: -2117.444373

```
! RIJCOSX wB97M-V def2-TZVPD def2/J DEFGRID3
* xyz -1 1
N 1.8343 1.1239 2.5477
P 1.5315 1.9780 1.2594
C 2.0642 3.7839 1.2111
O 2.6293 4.0734 2.4334
P 4.4223 3.9323 2.3622
O 4.2853 4.4939 0.6729
C 3.0445 4.3059 0.0983
C 3.1649 3.4946 -1.1952
C 2.0558 3.7670 -2.2300
C 2.6031 4.1136 -3.5988
F 1.7693 3.6177 -4.6205
H 2.4289 0.3304 2.3455
H 1.9590 1.3534 0.0708
H 0.1367 2.1086 1.0627
H 1.1137 4.3306 1.1438
H 5.8522 3.8311 2.2035
H 4.5251 5.3160 2.7655
H 4.4391 3.4928 3.7291
H 4.2407 2.5712 1.8767
H 2.6336 5.2945 -0.1767
H 4.1376 3.7757 -1.6067
H 3.2358 2.4272 -0.9949
H 1.3876 4.5510 -1.8674
H 1.4316 2.8777 -2.3605
H 3.5933 3.6835 -3.7541
H 2.6733 5.1904 -3.7640
C -0.8264 -1.4788 3.5798
C -0.9590 -0.2681 4.4879
O 0.2945 0.2790 4.8499
H -0.2345 -2.2550 4.0689
H -1.8044 -1.8869 3.3250
H -0.3200 -1.2073 2.6521
H -1.4582 -0.5433 5.4197
H -1.5703 0.4990 3.9948
H 0.7520 0.5485 4.0292
C -1.5818 2.6997 -6.9851
C -1.7445 3.6981 -5.8533
O -1.2858 3.1864 -4.6115
H -2.1114 1.7739 -6.7670
H -1.9625 3.1081 -7.9241
H -0.5270 2.4516 -7.1259
H -2.7977 3.9402 -5.7051
H -1.2170 4.6299 -6.0906
H -0.3447 2.9971 -4.7041
C -4.0457 -5.0999 1.4694
C -3.6714 -3.7135 1.9544
O -2.5891 -3.1700 1.2051
H -3.1724 -5.7522 1.5295
H -4.8490 -5.5347 2.0657
H -4.3705 -5.0710 0.4263
H -3.3271 -3.7469 2.9873
H -4.5358 -3.0423 1.9097
H -2.8637 -3.1028 0.2850
C -4.3572 -2.0510 -7.8631
C -3.6104 -0.8872 -8.4873
O -2.4506 -0.5289 -7.7476
H -4.6417 -1.8122 -6.8381
H -5.2585 -2.2863 -8.4315
H -3.7293 -2.9448 -7.8379
H -4.2358 0.0052 -8.4999
H -3.3405 -1.1203 -9.5236
H -1.8596 -1.2878 -7.7230
C 2.4159 0.9700 8.4730
C 1.8070 -0.4181 8.5554
O 0.5606 -0.4979 7.8841
H 1.7329 1.7078 8.8958
H 3.3623 1.0155 9.0161
H 2.6045 1.2466 7.4342
H 1.6082 -0.6893 9.5939
H 2.5055 -1.1580 8.1455
H 0.7128 -0.2701 6.9550
C -0.7586 -7.3837 -0.3233
C -0.2339 -7.1518 1.0823
O 0.2831 -5.8409 1.2534
H 0.0302 -7.2059 -1.0547
H -1.1289 -8.4032 -0.4468
H -1.5759 -6.6919 -0.5419
H 0.5946 -7.8264 1.2973
H -1.0197 -7.3424 1.8233
H -0.4207 -5.1983 1.1045
*
```

***

# 7
The following is a quantum chemistry calculation of a 2-piece molecular cluster, C3H5ClO2 overall in a non-equilibrium geometry, from the OMol25 dataset.

Calculated values
E_LUMO (spin up / spin down) in eV: -2.2 / -1.9
ΔE to the lowest compared entry with this formula, charge and spin in kcal/mol: 199.2
Strongest force on any atom in eV Å⁻¹: 3.5
Electronic energy in hartree: -727.680429

```
! RIJCOSX wB97M-V def2-TZVPD def2/J DEFGRID3
* xyz 0 1
C -0.2604 0.1148 1.6472
C -0.2815 0.9263 0.6361
C -0.1993 1.6143 -0.4326
O 0.8624 -0.7109 -2.0838
O 0.0930 -1.5900 -1.4150
Cl 1.0455 -2.8231 -0.0714
H 0.6326 -0.2381 2.0346
H -1.1494 0.0301 2.2327
H 0.0194 2.6976 -0.3599
H -0.5086 -1.2613 -0.6756
H -0.2536 1.2404 -1.5121
*
```

***

# 8
The following is a quantum chemistry calculation of a 10-piece molecular cluster, C24H68O10 overall in a non-equilibrium geometry, from the OMol25 dataset.

Calculated values
E_LUMO in eV: 0.5
ΔE to the lowest compared entry with this formula, charge and spin in kcal/mol: 299.0
Strongest force on any atom in eV Å⁻¹: 11.6
Electronic energy in hartree: -1707.145259

```
! RIJCOSX wB97M-V def2-TZVPD def2/J DEFGRID3
* xyz 0 1
C -1.8802 0.7511 -1.7166
C -2.9414 -0.0234 -1.0872
C -3.2186 0.3448 0.3661
O -4.0190 0.0719 -1.6823
H -1.6773 0.6500 -2.8037
H -1.0207 0.4636 -1.2254
H -2.0574 1.8100 -1.4123
H -2.6926 -1.1044 -0.9754
H -4.0127 -0.1791 0.7258
H -3.4658 1.4138 0.3733
H -2.3434 0.1961 1.0482
H -3.9988 -0.6383 -2.3227
C -1.6442 -4.9250 1.8477
C -2.8577 -4.5183 1.0315
C -2.3596 -4.0617 -0.3868
O -3.7441 -5.3705 0.7819
H -0.8267 -5.1968 1.2044
H -1.9130 -5.6904 2.5509
H -1.2731 -4.0585 2.4440
H -3.2369 -3.7482 1.7035
H -1.5806 -3.3282 -0.3024
H -3.1769 -3.6737 -1.0351
H -1.7223 -4.8217 -0.8505
H -4.6159 -4.9330 0.9040
C 0.9428 2.4426 -2.2940
C 1.8128 3.2746 -1.4571
C 3.1040 2.5133 -1.2753
O 2.0540 4.4408 -1.9664
H 0.8594 2.3259 -3.4169
H -0.0425 2.7107 -1.9300
H 1.0065 1.3630 -1.9474
H 1.3033 3.4140 -0.5268
H 3.5421 2.4394 -2.2380
H 2.9482 1.5159 -0.8511
H 3.6712 3.1815 -0.6648
H 1.5153 4.5342 -2.7118
C 0.8023 0.5670 1.0728
C 1.2221 -0.8386 0.5704
C 0.1628 -1.8320 1.1059
O 1.0837 -0.9479 -0.6386
H -0.1652 0.7572 0.7191
H 1.6238 1.3064 0.8550
H 0.7126 0.4947 2.1999
H 2.2244 -1.1544 0.9598
H 0.3824 -2.8550 0.8850
H -0.8937 -1.6153 0.7905
H 0.0155 -1.9019 2.2193
H 1.2598 -1.8450 -0.8949
C -1.2336 -0.3266 5.7487
C -1.4844 -0.2019 4.2660
C -2.3149 -1.3710 3.6879
O -2.0784 0.7998 3.9040
H -0.4152 0.1886 6.1802
H -1.1887 -1.3502 6.1460
H -2.0736 0.0113 6.3268
H -0.5126 -0.3442 3.6887
H -3.3429 -1.4434 4.1260
H -1.7710 -2.3302 3.8633
H -2.4872 -1.3253 2.6053
H -1.5614 1.5401 3.6379
C -1.4473 -4.5232 -3.7537
C -0.5919 -3.3164 -4.1169
C -0.6285 -2.0995 -3.2839
O 0.6135 -3.6169 -4.2363
H -1.7719 -5.2154 -4.5845
H -2.3004 -4.2667 -3.1525
H -0.9599 -5.2568 -3.1678
H -1.0282 -3.0383 -5.1122
H -1.7455 -1.8048 -3.3331
H -0.0822 -1.2064 -3.6636
H -0.4116 -2.2521 -2.2351
H 1.0241 -2.9586 -4.8182
C 3.2057 4.8809 1.1849
C 2.6926 6.3065 1.3719
C 3.8599 7.3620 1.7387
O 1.9843 6.7204 0.4218
H 3.9281 4.8289 0.4318
H 2.4645 4.0993 0.9469
H 3.8494 4.6291 2.0516
H 2.1134 6.2405 2.2649
H 4.5455 7.0734 2.5903
H 3.4503 8.2643 1.9839
H 4.4613 7.5488 0.8381
H 1.2177 6.1913 0.1883
C 3.2626 0.1103 -3.7039
O 1.8873 0.0048 -3.8167
H 3.6891 1.0748 -4.1234
H 3.8728 -0.6179 -4.2153
H 3.4168 0.0430 -2.5893
H 1.4540 0.3948 -3.0450
C 1.2816 -4.4930 -1.2650
O 1.8542 -3.2690 -1.5800
H 1.2773 -4.8859 -0.2572
H 1.6700 -5.2676 -1.9367
H 0.3376 -4.0906 -1.6050
H 2.0987 -3.2904 -2.5300
C -0.2519 3.8239 3.2610
O -0.6266 3.0688 2.1334
H -0.8675 4.6735 3.3226
H 0.8401 4.0177 3.2961
H -0.4785 3.3161 4.1147
H -1.5652 3.2284 2.0582
*
```

***

# 9
The following is a quantum chemistry calculation of an isolated ion of composition C4H7BrNS and charge +1 in a non-equilibrium geometry, from the OMol25 dataset.

Calculated values
E_LUMO in eV: -3.8
ΔE to the lowest compared entry with this formula, charge and spin in kcal/mol: 60.7
Strongest force on any atom in eV Å⁻¹: 6.0
Electronic energy in hartree: -3183.228289

```
! RIJCOSX wB97M-V def2-TZVPD def2/J DEFGRID3
* xyz 1 1
C 0.4572 -1.3926 -0.6669
N -0.0660 -0.4432 0.3755
C 0.9066 0.5220 0.9402
S 0.9111 2.0402 -0.1115
C -0.7667 1.8015 -0.4438
C -1.1926 0.4623 -0.1073
Br -2.7820 -0.3372 -0.1980
H -0.2217 -1.4911 -1.4744
H 1.3928 -1.0771 -1.1024
H 0.9535 -2.3563 -0.2954
H -0.4283 -1.1137 1.1458
H 0.4709 1.0206 1.8158
H 1.9651 -0.0177 1.0148
H -1.5999 2.3822 -0.8926
*
```